Record 1
Below is a structure of composition C34H57DyF3N2O2Si at a distorted geometry, with properties calculated with the ωB97M-V functional and the def2-TZVPD basis.

Positions of all 100 atoms, in Å:
O  -0.578  -0.881  -1.422
O  2.800  -1.754  -1.517
C  -1.162  -2.162  -1.923
C  -2.412  -1.948  -2.748
H  -1.363  -2.741  -1.017
H  -0.365  -2.662  -2.486
H  -3.208  -1.476  -2.157
H  -2.776  -2.924  -3.083
H  -2.231  -1.339  -3.638
C  -0.357  0.173  -2.425
C  0.492  -0.335  -3.573
H  0.139  1.009  -1.902
H  -1.347  0.511  -2.757
H  1.394  -0.842  -3.210
H  0.804  0.508  -4.196
H  -0.082  -1.019  -4.205
C  3.991  -1.030  -1.127
C  3.100  -2.878  -2.376
C  4.054  0.328  -1.776
H  4.886  -1.621  -1.395
H  3.977  -0.937  -0.032
H  4.074  0.239  -2.865
H  4.971  0.825  -1.457
H  3.203  0.949  -1.483
C  3.759  -2.500  -3.685
H  2.137  -3.374  -2.553
H  3.752  -3.585  -1.831
H  3.203  -1.731  -4.227
H  3.800  -3.394  -4.311
H  4.784  -2.151  -3.533
H  1.006  -1.547  -0.354
N  -2.721  1.696  0.355
C  -3.161  2.610  1.240
C  -2.426  3.053  2.347
C  -1.069  2.829  2.599
C  -4.482  3.300  1.012
H  -5.293  2.615  0.741
H  -4.392  4.070  0.229
H  -4.765  3.810  1.937
C  -0.354  3.692  3.595
H  0.539  4.165  3.160
H  -0.049  3.114  4.480
H  -1.026  4.491  3.926
N  -0.398  1.839  1.998
C  -3.330  1.707  -0.945
C  -4.382  0.814  -1.230
C  -4.938  -0.058  -0.148
C  -4.908  0.777  -2.521
H  -5.681  0.041  -2.744
C  -4.454  1.664  -3.492
H  -4.855  1.613  -4.504
C  -3.500  2.626  -3.172
H  -3.167  3.356  -3.910
C  -2.954  2.685  -1.893
C  -2.010  3.794  -1.533
C  1.008  1.607  2.213
C  1.430  0.745  3.255
C  0.428  0.182  4.221
C  2.783  0.413  3.335
H  3.120  -0.245  4.141
C  3.695  0.928  2.412
H  4.751  0.650  2.478
C  3.279  1.842  1.439
H  4.005  2.296  0.761
C  1.942  2.217  1.343
C  1.486  3.208  0.316
Dy  -0.945  0.133  0.662
H  -4.256  -0.877  0.112
H  -5.879  -0.514  -0.490
H  -5.157  0.490  0.780
H  -1.122  3.440  -0.989
H  -2.486  4.587  -0.931
H  -1.661  4.267  -2.460
H  0.956  -0.363  5.018
H  -0.274  -0.544  3.774
H  -0.182  0.969  4.686
H  0.676  3.851  0.684
H  1.126  2.726  -0.610
H  2.322  3.857  0.019
H  -2.935  3.755  3.000
C  1.050  -1.582  0.793
Si  1.928  -3.176  1.433
H  1.599  -0.703  1.171
H  0.013  -1.721  1.265
C  1.379  -4.625  0.373
C  1.392  -3.428  3.215
C  3.809  -3.098  1.473
H  4.165  -3.948  2.081
H  4.179  -2.171  1.937
H  4.255  -3.191  0.472
H  0.299  -4.791  0.489
H  1.900  -5.548  0.669
H  1.592  -4.433  -0.687
H  0.316  -3.245  3.341
H  1.940  -2.760  3.897
H  1.602  -4.470  3.503
F  -1.681  -2.234  3.030
C  -2.260  -1.434  2.031
F  -3.035  -2.365  1.323
F  -3.217  -0.711  2.760

Results
- 2S+1: 6
- HOMO (alpha / beta): -10.809 / -10.820 eV
- Net charge: +1
- Max |F|: 2.2 eV/Å
- E_LUMO (alpha / beta): -2.5 / -2.4 eV
- Kohn-Sham gap (alpha / beta): 8.31 / 8.44 eV


Record 2
Below is an isolated molecule of C4H4O at a distorted geometry, with properties calculated with the ωB97M-V functional and the def2-TZVPD basis.

Positions of all 9 atoms, in Å:
C  -0.253  -0.181  0.583
C  0.528  -0.411  -0.692
C  0.451  1.049  -0.089
C  0.130  0.717  -1.474
O  -1.568  -0.367  0.734
H  0.198  -0.655  1.460
H  1.328  -1.283  -0.769
H  1.293  1.541  0.351
H  -2.105  -0.409  -0.104

Results
- Energy relative to the best compared isomer or geometry (same formula, charge and spin): 108.7 kcal/mol
- HOMO: -9.071 eV
- Net charge: 0
- Max |F|: 3.8 eV/Å
- E_LUMO: 0.2 eV
- Kohn-Sham gap: 9.31 eV


Record 3
Below is a cluster of 2 separate species, C5H14 in total at a distorted geometry, with properties calculated with the ωB97M-V functional and the def2-TZVPD basis.

Positions of all 19 atoms, in Å:
C  0.500  0.021  1.255
C  -0.329  0.144  2.547
C  -1.841  0.110  2.304
H  1.229  -0.791  1.227
H  1.187  0.878  1.184
H  -0.107  0.096  0.358
H  -0.034  -0.623  3.262
H  -0.088  1.113  2.991
H  -2.248  1.118  2.211
H  -2.130  -0.410  1.386
H  -2.358  -0.416  3.104
C  1.495  0.069  -2.534
C  0.107  -0.420  -2.942
H  2.296  -0.639  -2.693
H  1.752  0.983  -3.088
H  1.379  0.450  -1.523
H  -0.591  0.408  -3.016
H  -0.303  -1.090  -2.170
H  0.084  -1.003  -3.860

Results
- Energy relative to the best compared isomer or geometry (same formula, charge and spin): 10.1 kcal/mol
- HOMO: -11.212 eV
- SMILES: CCC.CC
- Net charge: 0
- Max |F|: 1.5 eV/Å
- E_LUMO: 1.1 eV
- Kohn-Sham gap: 12.33 eV